17
Properties=species:S:1:pos:R:3:forces:R:3 method="wB97M-V/def2-TZVPD" e_tot_ha=-897.68917 e_above_lowest_kcal_mol=121.18 e_homo_ev=-8.7 max_force_ev_per_a=4.34
Cl -1.587 -0.253 1.887 0.426 -1.067 1.120
O -0.857 1.706 -1.154 -0.330 1.222 -0.540
O -3.053 -1.375 -0.539 -1.442 -1.092 1.811
O -2.571 1.650 0.327 -0.660 -1.140 -0.011
N -1.309 1.246 -0.094 -0.237 0.272 -0.979
C -2.281 -1.349 -1.433 0.156 1.514 -0.594
C 0.649 -0.013 0.113 -0.763 -3.710 2.115
C 1.632 0.104 1.269 0.435 -2.798 -0.350
C -0.759 0.251 0.517 -0.064 1.804 0.435
H 0.996 0.663 -0.572 0.094 1.404 -2.154
H -2.421 -0.501 -2.099 0.594 0.039 -1.124
H 2.635 0.126 0.778 -0.417 -1.130 0.803
H -2.626 2.593 0.473 0.773 0.682 -0.332
H 0.618 -1.075 -0.288 0.620 1.158 0.168
H -1.425 -2.005 -1.495 0.519 -0.631 -0.329
H 1.651 1.042 1.674 -0.677 2.661 1.251
H 1.401 -0.636 2.110 0.971 0.813 -1.291

13
Properties=species:S:1:pos:R:3:forces:R:3 method="wB97M-V/def2-TZVPD" e_tot_ha=-256.59563 e_above_lowest_kcal_mol=77.25 e_homo_ev=-7.7 max_force_ev_per_a=4.86
O 2.828 -1.216 -2.024 2.848 -1.244 0.384
C -1.457 0.184 1.307 0.178 -1.937 -0.074
C -0.106 0.343 0.420 2.461 -0.343 1.466
C 0.665 -0.636 -0.540 -0.525 2.573 1.038
C -1.342 1.090 0.209 -0.287 3.053 -3.768
B 1.812 -0.705 -1.364 -0.955 -0.964 1.578
H -2.218 -0.585 1.148 0.745 -0.366 0.331
H -1.265 2.087 0.561 0.048 1.169 -0.149
H 0.656 0.894 1.044 -1.022 -0.470 -0.678
H -1.799 1.126 -0.847 0.207 -0.832 1.968
H 0.054 -1.470 -0.601 -0.806 -2.142 -0.741
H -1.457 0.656 2.297 0.124 -0.514 -0.420
H 3.629 -1.768 -1.610 -3.016 2.018 -0.935

109
Properties=species:S:1:pos:R:3:forces:R:3 method="wB97M-V/def2-TZVPD" e_tot_ha=-6630.59295 spin_multiplicity=3 e_above_lowest_kcal_mol=52.77 s_squared=2.023 e_homo_ev="-0.2 / -0.4" max_force_ev_per_a=3.10 total_charge=-2
Ge -4.285 -1.425 -0.171 -0.338 -0.295 -0.047
V -0.566 -1.280 -0.699 -0.619 1.732 -1.107
S -1.113 -1.757 -5.334 0.147 0.087 0.523
S 4.303 -2.554 -0.835 0.019 -0.101 0.142
S 2.423 -0.814 0.795 -0.044 0.654 0.233
P -0.589 2.695 -0.210 -0.706 0.900 -0.155
O -0.934 -0.994 1.021 -0.151 1.340 2.797
O -0.796 1.378 -0.840 0.415 -0.265 0.066
N 1.486 -0.235 -2.718 0.014 -0.251 -0.041
N 1.746 -2.954 -0.730 0.450 -0.535 -0.393
N 0.429 -2.799 -0.259 1.096 -1.507 0.555
N -0.828 2.772 1.426 0.483 -0.109 -0.160
N -1.718 3.856 -0.737 0.255 -0.443 -0.019
N 0.855 3.424 -0.630 0.101 -0.639 0.263
C -3.867 4.051 -1.809 0.090 0.086 -0.012
C -2.503 -2.291 -4.482 0.183 0.042 -0.290
C -0.336 -1.315 -3.780 -0.910 -0.502 -0.624
C 4.774 -3.699 0.541 -0.209 0.380 -0.514
C -0.583 3.824 3.538 -0.020 -0.133 -0.014
C -4.957 0.036 1.033 0.291 -0.034 -0.093
C 1.842 2.673 -1.432 -0.219 0.194 0.055
C -0.429 2.306 3.686 -0.025 0.123 0.015
C -2.495 -3.999 3.381 0.093 -0.303 -0.079
C -1.042 -3.398 1.506 0.183 0.346 -0.108
C -5.560 -2.908 0.286 0.065 0.166 -0.030
C -2.456 -2.164 -0.110 -0.719 0.055 -0.001
C 4.898 -2.486 2.744 -0.013 -0.042 -0.042
C -1.795 -2.084 1.278 -0.377 -0.493 -0.424
C 0.994 -0.762 -3.850 0.461 0.403 0.119
C 2.715 0.264 -2.740 0.503 -0.298 0.003
C -3.119 3.389 -0.635 -0.141 0.062 0.108
C -2.363 -2.146 -3.142 -0.106 -0.323 -0.072
C 0.948 -4.865 0.945 -0.094 0.006 -0.101
C -1.511 4.291 -2.126 -0.078 0.122 -0.024
C 0.063 -3.661 0.700 0.078 -0.122 0.362
C -1.126 -1.580 -2.680 0.057 0.406 -1.652
C -1.227 3.979 2.158 -0.192 0.051 0.052
C 1.526 4.378 0.253 -0.114 0.186 0.014
C 2.965 4.419 -0.260 -0.017 -0.113 -0.027
C 2.609 -2.125 -0.259 0.123 -0.312 -0.267
C -2.829 4.978 -2.456 0.004 -0.095 0.054
C 1.751 -0.747 -5.040 -0.185 -0.087 0.064
C 7.667 -2.408 2.619 0.080 0.048 0.051
C 7.013 -1.842 3.705 -0.029 -0.037 -0.031
C -0.021 1.878 2.285 -0.045 -0.258 -0.028
C 5.545 -3.051 1.647 0.126 0.019 0.127
C -3.048 -2.673 3.377 -0.091 0.298 -0.088
C 3.180 2.996 -0.777 -0.084 0.145 -0.046
C 5.626 -1.882 3.757 0.074 0.021 0.095
C -2.693 -1.771 2.446 0.345 -0.003 0.267
C 3.029 -0.237 -5.038 -0.021 0.086 0.113
C 3.537 0.282 -3.853 -0.003 -0.069 -0.104
C 6.938 -2.999 1.600 -0.099 -0.025 -0.051
C -1.495 -4.296 2.499 -0.134 -0.144 0.182
C -5.025 -0.814 -1.938 0.206 -0.010 0.169
H 7.582 -1.376 4.501 -0.016 0.007 0.005
H -2.991 -0.732 2.522 -0.127 -0.046 -0.034
H 8.751 -2.387 2.569 -0.010 0.011 -0.027
H 7.452 -3.420 0.742 -0.002 -0.028 0.015
H -2.852 5.962 -1.982 0.011 0.018 -0.020
H -2.819 -4.721 4.122 0.044 -0.010 -0.001
H -1.387 1.850 3.948 0.018 -0.005 -0.018
H -2.573 -3.205 -0.440 -0.113 0.027 -0.019
H -3.179 2.299 -0.701 -0.008 0.024 0.019
H 1.505 4.044 1.297 -0.027 0.025 -0.028
H -0.925 4.898 1.650 -0.015 -0.035 0.018
H 4.013 2.919 -1.476 0.016 -0.025 0.017
H -5.331 -0.419 1.951 0.063 0.000 0.024
H 3.672 4.706 0.520 -0.010 0.046 -0.008
H 1.609 1.612 -1.426 -0.308 0.403 0.187
H -5.931 -0.230 -1.757 -0.012 -0.001 0.062
H 4.547 0.666 -3.785 -0.008 0.039 0.027
H -3.529 3.693 0.331 -0.013 -0.050 -0.018
H -4.193 0.770 1.297 0.030 -0.021 -0.018
H 5.372 -4.471 0.055 -0.003 -0.095 0.114
H 1.043 5.362 0.204 0.010 -0.014 0.056
H -3.337 -2.694 -5.039 -0.052 -0.006 0.094
H -0.236 0.834 2.053 -0.037 -0.093 -0.022
H 0.303 2.027 4.442 0.008 -0.054 -0.017
H -1.191 4.277 4.323 0.031 0.028 -0.009
H 1.538 -5.071 0.054 0.006 -0.040 0.023
H -6.593 -2.544 0.322 -0.001 0.018 -0.018
H -0.648 4.953 -2.185 0.004 -0.012 -0.029
H -3.140 -2.487 -2.476 0.062 0.062 0.040
H -5.294 -1.665 -2.567 0.052 0.004 -0.020
H 3.082 0.670 -1.802 0.106 -0.416 -0.094
H -1.018 -5.268 2.582 -0.019 0.014 -0.007
H 3.354 2.304 0.048 0.030 -0.077 0.074
H -4.192 3.293 -2.523 -0.016 -0.014 0.021
H -2.979 5.103 -3.529 -0.007 0.022 0.002
H -5.783 0.561 0.547 0.005 -0.050 -0.073
H 5.106 -1.437 4.598 -0.024 -0.003 -0.021
H 1.821 3.028 -2.472 0.014 -0.085 0.018
H -1.345 3.440 -2.803 0.000 0.012 0.013
H 1.633 -4.668 1.774 0.018 -0.022 0.002
H 0.354 -5.743 1.193 0.003 0.022 0.052
H 3.045 5.134 -1.085 0.019 -0.005 0.024
H 3.817 -2.496 2.786 -0.036 0.023 -0.045
H 3.840 -4.132 0.892 0.036 -0.090 0.020
H 1.322 -1.157 -5.943 0.041 -0.043 -0.029
H 0.403 4.298 3.552 0.002 0.005 0.000
H 1.057 2.036 2.136 -0.030 0.034 -0.026
H -5.507 -3.709 -0.457 0.046 0.022 -0.021
H -5.307 -3.333 1.259 0.059 0.033 -0.003
H -2.320 4.000 2.257 0.042 0.063 -0.032
H -4.310 -0.198 -2.486 -0.010 -0.008 -0.020
H -3.736 -2.389 4.170 0.022 0.031 0.004
H 3.625 -0.243 -5.944 -0.013 -0.013 -0.006
H -4.748 4.598 -1.471 -0.039 -0.046 -0.034

62
Properties=species:S:1:pos:R:3:forces:R:3 method="wB97M-V/def2-TZVPD" e_tot_ha=-2798.64549 e_homo_ev=-9.0 max_force_ev_per_a=1.15
Cl 5.578 1.327 0.995 0.156 -0.375 -0.227
S -1.166 1.020 0.130 -0.135 -0.222 0.117
P 3.612 0.950 -1.674 0.762 0.396 -0.197
O -7.348 1.895 1.688 0.015 -0.070 -0.062
O -3.279 1.842 1.538 -0.218 -0.354 -0.042
O -6.510 3.115 3.355 -0.064 -0.102 0.063
O 3.034 -0.540 -2.066 0.049 0.010 0.115
O 3.332 1.527 2.267 0.751 0.150 -0.099
O 2.266 -4.041 -1.949 0.080 -0.062 -0.012
O 3.035 2.552 0.317 0.085 -0.163 0.302
O 3.294 3.802 2.185 -0.175 0.005 0.070
O 1.856 -4.207 -4.141 -0.016 -0.037 -0.035
N 2.508 1.878 -2.573 -0.290 -0.213 0.554
N 3.920 -0.637 1.766 0.081 0.187 -0.184
N -1.665 3.331 1.487 0.104 -0.180 -0.101
N -2.708 3.834 2.258 -0.033 0.111 0.069
C -7.313 2.315 2.969 -0.130 0.203 0.112
C 6.280 -1.771 -0.747 -0.146 -0.021 -0.058
C -8.470 1.018 1.477 -0.094 -0.090 0.011
C -3.625 2.944 2.258 0.011 0.332 0.251
C 4.338 -1.741 0.894 0.144 -0.319 0.125
C -8.424 1.652 3.759 0.045 -0.328 -0.184
C 3.920 0.676 1.252 -0.933 0.135 0.651
C 0.944 -3.622 -5.088 -0.098 0.056 -0.070
C 0.485 1.777 0.215 0.044 0.180 0.063
C 2.978 1.104 0.097 -0.401 0.824 -0.257
C 3.229 2.750 1.655 -0.207 -0.086 -0.214
C 0.367 -2.862 -2.922 -0.248 -0.207 -0.331
C -2.047 2.163 1.102 0.299 0.461 -0.009
C -0.271 -3.203 -4.269 0.023 0.020 0.094
C 1.514 0.660 0.337 0.327 -0.797 -0.681
C 1.587 -3.761 -2.893 0.039 0.254 0.183
C 5.860 -1.904 0.716 0.041 -0.001 -0.194
C -8.817 0.479 2.860 0.018 0.058 0.080
H 0.718 -4.362 -5.852 0.081 -0.062 0.032
H -9.234 2.373 3.879 0.018 0.030 0.049
H 5.740 -2.497 -1.366 0.023 -0.015 0.047
H -0.829 -2.387 -4.722 0.059 0.033 -0.017
H 6.385 -1.176 1.331 -0.022 -0.053 0.009
H -0.284 -3.071 -2.078 0.122 0.101 0.133
H -9.283 1.603 1.042 -0.007 0.015 0.019
H -8.190 -0.384 3.088 -0.005 -0.013 -0.016
H 0.495 2.469 1.054 -0.023 -0.062 0.020
H 1.299 -0.094 -0.433 -0.027 -0.052 0.147
H -0.948 -4.050 -4.151 0.002 -0.010 -0.026
H 7.343 -1.962 -0.895 -0.008 0.081 0.048
H 0.711 -1.827 -2.880 0.032 0.002 0.087
H -8.177 0.245 0.772 0.091 0.052 -0.025
H -4.582 2.999 2.763 0.125 -0.184 -0.286
H -9.857 0.174 2.950 -0.020 0.052 -0.033
H -8.062 1.347 4.737 -0.019 0.156 0.065
H 3.967 -2.644 1.381 -0.144 0.097 -0.034
H 1.542 1.600 -2.417 -0.009 0.065 -0.193
H 6.050 -0.772 -1.130 0.106 0.020 0.021
H 3.001 -0.809 2.152 0.081 -0.059 0.156
H 6.158 -2.892 1.071 -0.042 0.031 0.052
H 0.632 2.368 -0.686 0.021 0.017 0.091
H 2.601 2.860 -2.330 0.044 0.040 -0.202
H 3.852 -1.707 -0.086 -0.066 0.046 0.041
H 1.405 0.140 1.289 -0.090 0.164 0.038
H 3.813 -1.098 -2.184 -0.205 -0.266 -0.141
H 1.440 -2.770 -5.558 -0.004 0.017 0.017